This record from the OMol25 dataset describes C43H52BFeN12O2S4Se as an isolated structure. The level of theory is wB97M-V/def2-TZVPD.

Calculated values
* gap between HOMO and LUMO (spin up / spin down): 5.429 / 5.970 eV
* E_LUMO (spin up / spin down): -6.4 / -5.8 eV
* 2S+1: 2
* ⟨S²⟩: 0.806
* charge: +2

The geometry in XYZ format:
```
116
Properties=species:S:1:pos:R:3:lowdin_spin:R:1
Fe 0.68643 0.56356 -0.66445 1.057
C -2.59109 4.04851 1.03951 0.000
C -2.64399 2.73848 1.75491 -0.001
C -3.74822 2.36237 2.46560 0.000
C -3.79207 1.12331 3.13542 -0.001
N -2.75736 0.32410 3.11579 0.000
N -1.66388 0.70105 2.44907 -0.001
B -0.52538 -0.35062 2.51074 0.001
N 0.78712 0.26930 3.05085 0.007
N 0.49903 0.66258 4.29889 0.001
C 1.41974 1.24285 5.02421 0.002
C 2.71911 1.41268 4.50428 0.000
C 3.01948 1.02470 3.22964 0.001
C 4.38397 1.23443 2.65285 -0.001
C 1.96704 0.46471 2.45200 -0.002
S 2.32369 0.10200 0.78790 -0.020
C 0.97352 1.71534 6.39922 0.000
C 2.13513 2.30688 7.19512 0.000
C -0.10866 2.78615 6.19638 0.000
C 0.37859 0.52301 7.15621 0.000
N -0.97557 -1.63330 3.29781 0.000
N -1.29130 -1.91979 4.55168 0.000
C -1.72515 -3.14660 4.75440 0.000
C -1.84521 -4.08540 3.69042 0.000
C -1.52078 -3.77491 2.39648 0.000
C -1.58749 -4.69963 1.22614 0.000
C -1.07273 -2.45504 2.26364 -0.002
S -0.47876 -1.47971 0.95133 -0.005
C -2.10536 -3.55942 6.16637 0.000
C -1.90466 -2.41261 7.15266 0.000
C -1.21862 -4.74301 6.58353 0.000
C -3.57997 -3.98830 6.17812 0.000
C -1.55596 1.82451 1.73418 -0.003
S -0.05541 2.20682 0.90865 -0.021
C -5.01456 0.68455 3.91764 0.000
C -6.23053 0.67621 2.98121 0.000
C -4.81213 -0.71032 4.50482 0.000
C -5.23635 1.68972 5.05813 0.000
H -3.50170 4.61532 1.21898 0.000
H -2.48495 3.89394 -0.03227 0.000
H -1.73593 4.64012 1.36913 0.000
H -4.60583 3.02088 2.50730 0.000
H 3.48303 1.87986 5.10959 0.000
H 5.05959 1.61607 3.41482 0.000
H 4.34329 1.94354 1.82510 0.000
H 4.79129 0.30510 2.25460 0.000
H 2.55241 3.19646 6.71890 0.000
H 2.93718 1.58225 7.34956 0.000
H 1.77484 2.60625 8.17885 0.000
H 0.27761 3.64072 5.63671 0.000
H -0.45235 3.14569 7.16662 0.000
H -0.96371 2.37429 5.65801 0.000
H 1.13379 -0.24491 7.33814 0.000
H -0.43967 0.07578 6.59335 0.000
H -0.00083 0.85798 8.12226 0.000
H -2.20125 -5.08121 3.92210 0.000
H -2.33034 -5.47826 1.38625 0.000
H -0.61647 -5.17390 1.07166 0.000
H -1.82261 -4.15755 0.31035 0.000
H -0.85364 -2.13613 7.23179 0.000
H -2.24940 -2.72888 8.13713 0.000
H -2.46603 -1.52446 6.86131 0.000
H -0.15980 -4.48924 6.50841 0.000
H -1.40378 -5.63220 5.97900 0.000
H -1.42877 -5.00533 7.62056 0.000
H -4.23359 -3.16348 5.88986 0.000
H -3.85604 -4.30225 7.18490 0.000
H -3.77389 -4.82925 5.51061 0.000
H -6.09202 -0.03090 2.16156 0.000
H -6.43419 1.65976 2.55566 0.000
H -7.11640 0.37527 3.54069 0.000
H -4.67150 -1.45780 3.72171 0.000
H -5.69502 -0.98263 5.08391 0.000
H -3.94130 -0.74278 5.16068 0.000
H -5.44110 2.69514 4.68667 0.000
H -4.36643 1.73717 5.71588 0.000
H -6.09496 1.37955 5.65373 0.000
N 6.54635 -4.84252 -1.91141 0.000
C 5.31458 -4.28116 -1.97735 0.000
C 4.42200 -4.64793 -2.99846 0.000
C 3.17603 -4.07456 -3.07305 0.000
C 2.79628 -3.12859 -2.11987 0.000
C 3.66460 -2.76038 -1.09475 0.001
C 4.91587 -3.32465 -1.02630 0.000
S 1.16523 -2.51794 -2.20142 0.002
O 0.37174 -3.09509 -1.15627 0.000
O 0.68786 -2.62248 -3.54641 -0.001
N 1.25627 -0.87546 -1.85315 0.017
C 2.08706 -0.08310 -2.57331 -0.001
N 1.97939 1.15377 -2.05646 -0.028
C 2.60471 2.16032 -2.67028 -0.004
C 3.38673 1.90509 -3.77397 0.004
C 3.51644 0.57066 -4.16709 0.000
N 2.87814 -0.43213 -3.57981 0.002
H 6.83710 -5.52941 -2.58239 0.000
H 7.19307 -4.59316 -1.18672 0.000
H 4.72445 -5.38158 -3.73432 0.000
H 2.49615 -4.33841 -3.87124 0.000
H 3.35845 -2.03968 -0.34879 0.001
H 5.60034 -3.03763 -0.23826 0.000
H 2.48185 3.15263 -2.25628 -0.001
H 3.89861 2.69990 -4.29343 0.000
H 4.16808 0.30163 -4.99031 0.000
Se -0.60216 3.29956 -1.95123 0.002
N -0.65687 1.48126 -1.94158 -0.004
C -1.01183 1.08312 -3.16022 0.001
C -1.21401 -0.26120 -3.58530 0.000
C -1.56208 -0.48524 -4.87395 -0.002
C -1.75085 0.57882 -5.82376 0.000
C -1.59570 1.86988 -5.46555 -0.001
C -1.21638 2.16025 -4.11307 0.000
N -1.02543 3.37539 -3.65728 -0.002
H -1.09339 -1.08062 -2.89793 0.000
H -1.71009 -1.50529 -5.20293 0.000
H -2.03568 0.32540 -6.83562 0.000
H -1.74704 2.69134 -6.15130 0.000
```